Record 1
This record from OMol25 describes H22O11Xe as an isolated structure. The level of theory is ωB97M-V/def2-TZVPD.

Geometry as XYZ:
```
34
Properties=species:S:1:pos:R:3:lowdin_charge:R:1
Xe -0.42543 0.64269 0.82280 0.38
O 0.81348 3.35716 -1.52658 -0.08
O 2.65664 -2.34116 0.29297 -0.05
O 1.13584 -1.91815 -1.84033 -0.07
O -4.22804 -0.43536 -0.89015 -0.05
O -1.86907 -1.90362 -2.30203 -0.07
O -1.99584 0.79521 -2.13798 -0.11
O 1.51792 -1.70025 2.91239 -0.08
O 0.04355 0.17360 4.41877 -0.08
O 1.40900 0.86487 -2.64699 -0.05
O -3.41118 0.95367 3.29692 -0.07
O 3.60614 0.32144 -0.04532 -0.04
H 3.39144 -1.73668 0.18848 0.02
H 4.47026 0.23319 0.35684 0.05
H -4.09950 1.55509 3.01275 0.03
H 0.97199 -2.35578 3.34651 0.05
H 0.72267 0.48109 5.01917 0.05
H -0.53738 0.92621 4.30782 0.03
H -1.08274 0.99757 -2.34179 0.02
H -4.79592 0.30871 -0.68989 0.03
H 0.83506 2.42060 -1.72313 -0.06
H -3.68309 0.10059 2.95846 0.03
H 2.34620 -2.18948 1.18564 0.00
H -3.42105 -0.03958 -1.21933 -0.04
H 2.36158 0.77946 -2.68592 0.07
H -0.91978 -2.00369 -2.37322 -0.01
H -1.99619 -0.98638 -2.05968 -0.05
H 1.13434 0.90862 -3.56290 0.08
H 3.03124 0.57916 0.67532 0.03
H -2.50193 1.31349 -2.76368 0.08
H 1.31121 -0.88045 3.36120 -0.02
H 0.47562 3.76227 -2.32530 0.03
H 1.57734 -2.00474 -0.99545 -0.03
H 1.15566 -0.97942 -2.02638 -0.03
```

**Energy above the lowest of the compared OMol25 structures with the same formula, charge and spin**: 0.7928 eV
**LUMO energy**: -0.0047 Eh

---

Record 2
This record from OMol25 describes one molecule with the formula C3H5N3O. The level of theory is ωB97M-V/def2-TZVPD.

Geometry as XYZ:
```
12
Properties=species:S:1:pos:R:3:lowdin_charge:R:1
O -2.50216 0.49638 -0.07386 0.11
N -0.19121 0.94706 -0.17661 0.18
N -0.85121 -1.15427 0.17762 0.05
N 2.17400 0.73070 -0.25446 0.08
C -1.20274 0.17502 -0.02821 -0.48
C 0.93685 0.12881 -0.02230 -0.49
C 0.75678 -1.19635 0.32714 -0.02
H -2.54564 1.45490 -0.21286 0.13
H 2.93537 0.18276 0.12515 0.08
H -0.27631 -1.65127 -0.63248 0.14
H -1.43836 -1.80046 0.69384 0.16
H 2.20463 1.68672 0.07703 0.08
```

**Energy above the lowest of the compared OMol25 structures with the same formula, charge and spin**: 4.3861 eV
**LUMO energy**: 0.0178 Eh

---

Record 3
This record from OMol25 describes a 2-piece molecular cluster, C6H10O overall. The level of theory is ωB97M-V/def2-TZVPD.

Geometry as XYZ:
```
17
Properties=species:S:1:pos:R:3:lowdin_charge:R:1
O 2.28997 -1.24280 0.64392 0.03
C -1.62190 0.83596 -0.14742 -0.18
C 0.51358 -0.09567 -0.35362 -0.23
C -1.67581 -0.64761 0.25581 -0.19
C 1.93487 -0.51035 -0.25528 -0.27
C -0.47597 -1.23472 -0.48277 -0.15
C -0.12224 1.07223 -0.21635 -0.04
H -2.08810 0.98857 -1.13320 0.11
H 2.61692 1.76982 1.06161 0.05
H 2.64313 -0.22262 -1.05305 0.12
H -2.62040 -1.15410 0.04460 0.11
H -0.09574 -2.17617 -0.07743 0.12
H -0.69650 -1.38671 -1.55099 0.12
H -1.46315 -0.72279 1.32997 0.12
H 2.67665 1.17071 1.49405 0.06
H 0.31926 2.06242 -0.12061 0.10
H -2.13456 1.49381 0.56074 0.11
```

**Energy above the lowest of the compared OMol25 structures with the same formula, charge and spin**: 1.6156 eV
**LUMO energy**: 0.0291 Eh

---

Record 4
This record from OMol25 describes C61H57CrN4O2SSe as an isolated structure. The level of theory is ωB97M-V/def2-TZVPD.

Geometry as XYZ:
```
127
Properties=species:S:1:pos:R:3:lowdin_charge:R:1
Se 2.79981 0.17094 -0.34518 0.85
Cr -1.02909 -1.20567 0.17645 0.85
S -1.17584 -2.54567 -4.09986 1.13
O -2.03028 -2.71963 0.56149 -0.27
O -1.60090 0.56291 0.23236 -0.26
N 2.67162 2.38783 -2.06547 -0.02
N -1.48874 -1.35699 -1.85224 0.03
N 3.70791 2.92511 -0.20499 0.00
N -0.50010 -1.05146 2.23619 0.12
C -5.61950 -3.67703 3.88125 -0.10
C 3.00545 3.73121 -2.17429 -0.17
C -2.82904 2.95035 2.77692 -0.03
C 4.02779 1.73387 -5.20166 -0.10
C -2.46895 3.33189 -0.42720 -0.03
C -2.62166 1.76111 2.08059 -0.15
C -5.50870 -2.89154 2.74363 -0.09
C -4.59880 1.93425 4.05085 -0.09
C -0.36769 0.31499 4.19123 0.00
C -0.34380 0.15814 2.81326 -0.22
C -0.73740 -3.50197 2.40732 -0.05
C 0.36467 -2.86381 -1.73498 -0.25
C -4.33849 -2.90365 1.99288 -0.02
C -0.10401 4.72676 -0.75073 -0.07
C 4.09644 3.00771 1.20692 -0.14
C 7.21133 2.88308 1.25305 -0.11
C -0.76077 -2.26217 -2.44306 -0.50
C 4.10815 5.36840 -0.77418 -0.01
C -3.42070 0.66552 2.37824 -0.01
C 2.79125 4.66092 -3.17925 -0.02
C -3.81004 3.03830 3.75337 -0.08
C 1.70726 -2.82121 0.21551 -0.20
C -2.42091 -1.33525 -3.98924 -0.45
C 3.24769 5.95307 -2.96389 -0.08
C -3.39670 -4.51165 3.49108 -0.03
C -2.43658 -0.80102 -2.69945 -0.26
C -1.23385 5.12499 -1.44427 -0.09
C 3.07702 1.90210 -0.85880 -0.65
C -3.26652 -3.70484 2.36227 -0.12
C -1.25472 -6.18830 1.37436 -0.03
C -4.16577 0.13253 -4.65424 -0.09
C 1.19360 -3.82132 -2.31819 -0.05
C 4.92002 1.85455 1.75796 -0.23
C 6.27356 1.68993 1.07070 -0.25
C -1.44675 1.63615 1.10403 -0.46
C -0.15202 3.61543 0.08897 -0.02
C -0.56015 -0.78450 5.00250 -0.03
C 2.35876 0.48142 -3.72406 -0.21
C -1.98150 -3.71602 1.51707 -0.45
C 2.54655 -3.77140 -0.34797 -0.08
C -1.16308 -7.38596 0.67358 -0.08
C -1.69167 -7.49134 -0.60250 -0.10
C -2.42139 4.41936 -1.28106 -0.07
C -4.55765 -4.49317 4.24945 -0.08
C 3.65369 4.07698 -0.99416 -0.15
C -3.28258 -0.87983 -4.98062 -0.09
C 0.56831 -2.35269 -0.44234 -0.17
C -4.40199 0.74866 3.35848 -0.06
C -0.17445 1.37195 1.94298 -0.06
C -4.19000 0.66964 -3.36150 -0.07
C 1.77257 1.69234 -2.99038 -0.14
C 3.89621 6.30246 -1.77921 -0.09
C 2.28629 -4.28913 -1.61460 -0.08
C -3.33996 0.20904 -2.37687 0.01
C -1.87521 -5.07860 0.81030 -0.12
C -2.41382 -5.19880 -0.46873 -0.01
C 3.81154 0.63776 -4.16071 -0.25
C -1.33319 2.91056 0.26578 -0.14
C -0.69457 -2.02459 4.40925 0.00
C -2.32423 -6.39148 -1.16948 -0.08
C -0.65122 -2.13792 3.02734 -0.20
H -5.36057 1.99919 4.81753 0.10
H -2.74289 -6.45965 -2.16636 0.10
H -0.82924 -2.91600 5.00649 0.12
H -0.70008 -4.23990 3.20483 0.10
H 5.06563 1.75845 -5.53696 0.07
H 4.14438 -0.31928 -4.56850 0.11
H 3.39659 1.56495 -6.07830 0.08
H -1.60924 -8.42050 -1.15228 0.10
H 4.35928 0.92783 1.67841 0.03
H 3.40920 -4.12346 0.20576 0.10
H 6.85702 3.76801 0.71877 0.06
H -0.82704 -6.13935 2.36804 0.10
H -3.26987 -0.26308 1.84356 0.09
H 0.89041 1.38737 -2.42356 0.12
H -3.39969 2.79525 -0.28184 0.12
H -4.63829 -5.12439 5.12620 0.10
H 5.06059 2.06384 2.82379 0.12
H 0.05707 2.22527 2.58171 0.13
H 1.96071 -2.43135 1.19769 0.09
H 3.20021 3.15968 1.81514 0.13
H 0.74416 3.31560 0.61950 0.10
H 8.20851 2.65665 0.87372 0.07
H 0.12416 -3.65453 1.76136 0.11
H 2.26778 -0.39724 -3.08815 0.06
H -3.33820 0.61530 -1.37488 0.10
H 6.75008 0.79372 1.47387 0.11
H -4.84019 0.51495 -5.40901 0.10
H -0.66781 -8.23567 1.12749 0.10
H -3.31264 4.72341 -1.81687 0.10
H -6.33649 -2.26477 2.43381 0.10
H 7.30728 3.14241 2.31082 0.08
H -0.59927 -0.67877 6.07944 0.11
H -2.59330 -5.18134 3.77798 0.11
H 1.45836 2.44553 -3.71030 0.11
H -3.96128 3.97155 4.28165 0.10
H -4.25353 -2.30679 1.09527 0.11
H 4.69070 3.91549 1.28062 0.10
H -6.52890 -3.66616 4.46886 0.10
H 1.72681 0.31469 -4.60324 0.12
H 4.60198 5.65504 0.14419 0.11
H -2.21869 3.81774 2.55014 0.12
H -1.19361 5.98403 -2.10251 0.10
H 0.64791 1.19092 1.24597 0.07
H -4.88740 1.46452 -3.12963 0.10
H 2.93708 -5.03932 -2.04406 0.10
H 6.11060 1.50218 0.00526 0.10
H 0.81975 5.27936 -0.85960 0.09
H 3.79287 2.72168 -4.80183 0.05
H -2.89485 -4.33598 -0.91079 0.12
H 2.27669 4.40340 -4.09491 0.11
H 0.98259 -4.19180 -3.31667 0.10
H 3.09465 6.70150 -3.73025 0.10
H -3.25849 -1.30570 -5.97516 0.11
H -5.00362 -0.12264 3.58204 0.09
H 4.23584 7.31953 -1.63551 0.10
H -0.25723 1.30629 4.60912 0.12
H 4.43094 0.82878 -3.28008 0.10
```

**Energy above the lowest of the compared OMol25 structures with the same formula, charge and spin**: 0.0000 eV
**Multiplicity**: 4
**LUMO energy (spin up / spin down)**: 0.0093 / 0.0056 Eh